[1]
DFT (ωB97M-V/def2-TZVPD) results for a cluster of 6 separate species, C38H85N2O4 in total in a non-equilibrium geometry.

The geometry in XYZ format:
```
129
Properties=species:S:1:pos:R:3:forces:R:3
C 5.5299 -1.7713 -0.0754 -0.03 0.55 -0.23
C 4.6262 -0.6700 -0.5351 -0.85 0.33 1.68
O 3.7362 -0.2182 0.1451 0.87 -0.55 -1.33
O 4.8956 -0.1119 -1.7961 -0.29 -0.72 -0.12
C 4.0722 -0.5273 -2.8006 -0.82 1.69 -1.05
O 3.5327 0.2628 -3.5294 0.65 -0.78 0.60
C 3.8781 -2.0149 -3.0379 0.64 -0.17 0.80
N 2.7677 -2.5881 -2.1995 0.25 0.31 -0.63
C 1.6500 -1.6552 -1.8715 -0.39 -0.63 0.47
C 0.6799 -2.4668 -1.0024 -0.44 -0.12 0.59
O 1.1438 -3.3422 -0.3190 0.01 -0.10 -0.42
N -0.6897 -2.1292 -1.0571 0.79 0.42 -0.32
C -0.8541 -0.6662 -0.9689 0.08 -0.16 -0.09
C -1.2517 -2.6914 -2.2992 0.05 -0.45 0.30
H 5.2229 -2.0621 0.9085 -0.15 -0.17 0.52
H 6.5378 -1.3811 -0.0379 0.39 -0.01 -0.09
H 5.5178 -2.6372 -0.7236 0.10 -0.17 -0.30
H 4.7871 -2.5450 -2.7925 0.18 -0.27 0.12
H 3.6864 -2.1935 -4.0777 -0.40 0.19 -0.43
H 3.1268 -3.0206 -1.3461 -0.19 0.04 0.39
H 2.3640 -3.3597 -2.7263 -0.04 -0.25 0.02
H 1.1906 -1.3038 -2.7773 -0.01 0.22 -0.43
H 2.0090 -0.8370 -1.2676 0.31 0.37 0.00
H -1.7542 -0.4483 -0.4231 -0.47 0.09 0.11
H -0.8902 -0.1935 -1.9427 -0.11 0.18 -0.35
H -0.0461 -0.2065 -0.4180 0.28 0.03 0.34
H -1.6727 -3.6589 -2.0851 -0.27 -0.35 0.02
H -0.5068 -2.8441 -3.0855 0.19 0.16 -0.16
H -2.0132 -2.0460 -2.7021 -0.32 0.26 0.01
C -1.0865 -2.8135 2.3248 -0.16 0.15 0.11
C -0.4730 -1.5638 2.9511 0.03 -0.15 -0.12
C 0.9279 -1.8179 3.5029 0.05 0.13 0.01
C 0.9990 -2.8743 4.6029 0.01 -0.13 -0.02
C 0.1391 -2.5957 5.8335 0.09 0.08 0.04
C 0.5366 -1.3226 6.5753 -0.10 -0.05 -0.02
H -1.2176 -3.6066 3.0620 -0.01 0.01 0.00
H -2.0683 -2.5965 1.9004 0.00 -0.03 -0.02
H -0.4528 -3.1931 1.5271 0.02 -0.10 -0.03
H -1.1345 -1.1800 3.7314 0.05 0.03 0.03
H -0.4058 -0.7731 2.1957 -0.04 0.02 0.01
H 1.3508 -0.8750 3.8612 0.00 -0.02 0.03
H 1.5743 -2.1437 2.6781 -0.02 0.02 -0.02
H 2.0434 -2.9774 4.9144 0.00 0.00 0.03
H 0.7134 -3.8446 4.1844 0.03 0.00 0.01
H 0.2303 -3.4442 6.5152 -0.03 -0.02 0.00
H -0.9165 -2.5434 5.5533 0.00 -0.02 -0.02
H 1.5779 -1.3704 6.8993 0.02 0.02 -0.02
H -0.0823 -1.1842 7.4618 0.02 0.02 0.02
H 0.4160 -0.4357 5.9513 0.02 0.01 0.00
C -4.8071 1.0783 -1.8869 -0.12 -0.02 -0.14
C -4.4549 1.0920 -3.3710 0.10 -0.07 0.13
C -3.1291 1.7908 -3.6657 0.01 -0.01 -0.11
C -3.0778 3.2705 -3.2815 0.00 -0.01 0.09
C -4.1474 4.1406 -3.9384 0.07 0.03 -0.09
C -4.0484 4.1803 -5.4608 -0.08 0.00 0.08
H -4.9269 2.0880 -1.4951 0.01 0.00 0.02
H -5.7451 0.5489 -1.7176 0.01 -0.01 0.06
H -4.0292 0.5774 -1.3038 0.01 0.04 0.03
H -5.2626 1.5622 -3.9359 0.01 0.01 -0.02
H -4.3943 0.0607 -3.7316 -0.03 0.01 -0.04
H -2.8988 1.6802 -4.7291 0.01 0.02 0.00
H -2.3273 1.2680 -3.1292 0.00 -0.01 0.01
H -2.0902 3.6628 -3.5443 0.00 0.02 -0.01
H -3.1594 3.3693 -2.1948 0.00 -0.01 0.00
H -4.0475 5.1570 -3.5515 -0.03 0.01 0.03
H -5.1440 3.8010 -3.6440 0.00 -0.01 0.03
H -3.0731 4.5551 -5.7772 0.02 -0.02 -0.01
H -4.8100 4.8381 -5.8790 0.01 0.01 -0.03
H -4.1922 3.1930 -5.9025 0.01 0.00 -0.01
C 4.2042 -4.2312 2.9896 0.16 -0.03 -0.06
C 4.8486 -5.1068 1.9174 -0.16 0.14 0.00
C 3.8444 -5.6383 0.8944 0.12 -0.01 -0.12
C 2.7474 -6.5352 1.4677 -0.08 0.05 0.04
C 3.2562 -7.7672 2.2132 0.02 -0.07 -0.10
C 4.0556 -8.7244 1.3333 0.00 0.05 0.10
H 3.4814 -4.7886 3.5845 -0.03 0.01 0.00
H 4.9567 -3.8369 3.6732 -0.02 0.02 0.02
H 3.6818 -3.3825 2.5375 -0.06 -0.01 0.03
H 5.3853 -5.9317 2.3894 -0.01 -0.04 -0.03
H 5.6065 -4.5241 1.3857 0.09 -0.01 0.01
H 4.3882 -6.1782 0.1120 -0.01 -0.03 0.02
H 3.3594 -4.7841 0.3967 -0.01 0.02 0.05
H 2.0995 -6.8588 0.6470 -0.01 -0.01 0.00
H 2.1109 -5.9501 2.1371 0.01 0.03 -0.02
H 2.3946 -8.2990 2.6215 -0.01 0.01 0.04
H 3.8610 -7.4663 3.0725 -0.01 0.02 0.01
H 3.4553 -9.0699 0.4893 0.01 0.01 -0.03
H 4.3663 -9.6006 1.9015 0.01 -0.02 -0.02
H 4.9586 -8.2554 0.9387 0.01 -0.01 -0.01
C 3.8445 3.0519 -1.1283 0.00 0.14 0.15
C 3.0266 4.3377 -1.2043 -0.02 -0.09 -0.05
C 2.7083 4.7679 -2.6352 -0.02 0.05 0.00
C 3.9299 5.0846 -3.4991 0.04 -0.05 0.01
C 4.8478 6.1709 -2.9408 -0.05 0.07 -0.07
C 4.1668 7.5296 -2.8023 0.08 -0.05 0.06
H 4.8187 3.1634 -1.6074 -0.01 -0.02 -0.03
H 4.0184 2.7690 -0.0888 0.01 -0.04 0.00
H 3.3181 2.2309 -1.6171 0.00 -0.01 -0.06
H 3.5513 5.1375 -0.6763 -0.01 0.02 -0.01
H 2.0845 4.1894 -0.6700 0.00 0.03 0.03
H 2.0472 5.6376 -2.6035 0.01 0.01 -0.01
H 2.1344 3.9738 -3.1250 -0.01 -0.02 0.01
H 3.5819 5.3897 -4.4905 0.01 0.01 -0.01
H 4.5139 4.1725 -3.6550 -0.02 -0.01 0.00
H 5.7058 6.2732 -3.6095 0.03 -0.01 0.02
H 5.2528 5.8633 -1.9728 0.00 -0.02 0.00
H 3.7891 7.8747 -3.7664 -0.03 0.00 0.00
H 4.8692 8.2767 -2.4323 -0.01 0.03 -0.01
H 3.3300 7.4938 -2.1036 -0.02 0.01 -0.01
C -7.5913 1.9557 4.0894 0.05 0.10 0.03
C -7.7248 3.3341 3.4480 -0.06 -0.09 0.01
C -8.0035 3.2824 1.9468 0.00 0.06 -0.01
C -6.9068 2.6211 1.1113 0.01 -0.07 0.02
C -5.5239 3.2552 1.2482 -0.01 0.08 -0.09
C -5.4727 4.7075 0.7812 0.09 -0.07 0.06
H -6.7522 1.3956 3.6733 -0.01 -0.02 -0.01
H -7.4245 2.0444 5.1634 -0.01 -0.03 0.01
H -8.4988 1.3679 3.9393 0.01 -0.03 -0.02
H -6.8219 3.9185 3.6448 0.00 0.02 -0.02
H -8.5440 3.8705 3.9320 0.01 0.03 0.01
H -8.1768 4.2990 1.5839 0.01 0.00 -0.02
H -8.9397 2.7419 1.7784 -0.01 0.00 0.01
H -7.2078 2.6511 0.0588 0.02 0.01 -0.01
H -6.8376 1.5609 1.3721 -0.01 0.00 0.01
H -4.8167 2.6718 0.6530 0.03 -0.03 0.05
H -5.1757 3.1896 2.2824 -0.02 -0.02 0.01
H -5.7788 4.7908 -0.2644 -0.04 0.02 0.00
H -4.4603 5.1054 0.8655 0.00 0.03 -0.02
H -6.1249 5.3466 1.3766 -0.02 0.01 -0.02
```
Forces are in eV/Å.

Properties
Spin multiplicity ... 1
Net charge ... +1
Total energy ... -51948.5919 eV
Strongest force on any atom ... 2.148 eV/A

Here are the Löwdin charges for atoms 1 to 2, given in e: C 0.05; C -0.44

[2]
DFT (ωB97M-V/def2-TZVPD) results for a structure of composition C10H8I2MoNS in a non-equilibrium geometry.

The geometry in XYZ format:
```
23
Properties=species:S:1:pos:R:3:forces:R:3
Mo 0.2928 1.2039 0.0548 -1.20 0.17 0.09
I 0.3822 2.1398 2.5242 0.11 0.27 0.01
C 0.5198 4.1426 1.7444 0.03 0.02 0.03
I 0.5531 3.8610 -0.3882 0.01 -0.22 0.17
H 1.4523 4.5962 2.0714 0.00 0.01 -0.01
H -0.3571 4.7142 2.0375 -0.01 -0.01 -0.02
S 1.9995 -2.3752 -0.6561 0.00 0.04 0.05
C 3.4324 -1.4115 -0.4986 -0.07 0.03 -0.04
C 3.1771 -0.1008 -0.2873 -0.05 -0.17 -0.01
C 1.7720 0.1403 -0.2570 0.69 -0.47 -0.10
C 0.9578 -1.0741 -0.4500 0.20 0.07 -0.06
C -0.5217 -1.2298 -0.4787 0.21 -0.11 -0.08
C -1.1730 -2.4254 -0.7018 -0.01 0.02 -0.01
C -2.5658 -2.4306 -0.7057 0.02 -0.05 -0.01
C -3.2758 -1.2543 -0.4755 0.00 0.05 0.01
C -2.5820 -0.0870 -0.2380 -0.03 -0.01 0.01
N -1.2337 -0.0838 -0.2450 0.07 0.34 -0.02
H 4.3922 -1.9061 -0.5815 0.01 0.02 0.01
H 3.9318 0.6630 -0.1672 0.02 -0.01 0.00
H -0.6218 -3.3391 -0.8837 0.00 0.00 0.00
H -3.0965 -3.3567 -0.8919 0.00 0.00 0.00
H -4.3577 -1.2426 -0.4787 0.00 0.00 0.00
H -3.0779 0.8561 -0.0475 0.00 0.00 0.00
```
Forces are in eV/Å.

Properties
ΔE to the lowest compared entry with this formula, charge and spin ... 0.00 kcal/mol
Spin multiplicity ... 1
Net charge ... +3
Total energy ... -40849.0728 eV
Strongest force on any atom ... 1.214 eV/A

Here are the Löwdin charges for atoms 1 to 2, given in e: Mo 0.92; I 1.14

[3]
DFT (ωB97M-V/def2-TZVPD) results for the ion CH6N2OP with charge +1 in a non-equilibrium geometry.

The geometry in XYZ format:
```
11
Properties=species:S:1:pos:R:3:forces:R:3
C -0.2329 -0.5463 -0.0285 -3.71 6.87 1.08
N -1.3010 -1.2542 0.1416 -0.93 0.99 -0.14
N -0.5909 1.1804 0.2698 1.61 -5.00 -0.42
O 1.7860 0.8569 -0.1335 1.40 0.73 -1.40
P 1.5955 -0.7042 -0.0112 0.12 -1.17 0.19
H -2.3416 -0.9139 0.2165 2.90 -0.71 -0.17
H -1.0954 -2.2183 0.2303 -0.59 -1.43 0.06
H -1.5630 1.4470 0.2454 -0.22 -0.30 -0.43
H 0.0855 1.7653 -0.2226 -0.81 -0.37 -0.10
H 1.9262 1.2910 0.6810 0.51 0.88 1.61
H 1.7315 -0.9037 -1.3888 -0.29 -0.48 -0.28
```
Forces are in eV/Å.

Properties
ΔE to the lowest compared entry with this formula, charge and spin ... 55.12 kcal/mol
Spin multiplicity ... 1
Net charge ... +1
Total energy ... -15441.6472 eV
Strongest force on any atom ... 7.883 eV/A

Here are the Löwdin charges for atoms 1 to 2, given in e: C -0.28; N 0.15

[4]
DFT (ωB97M-V/def2-TZVPD) results for a structure of composition C3H7I2NO in a non-equilibrium geometry.

The geometry in XYZ format:
```
14
Properties=species:S:1:pos:R:3:forces:R:3
C -0.6282 1.7811 1.2129 -1.78 1.69 2.32
C 1.0356 -2.2353 -0.8984 0.29 0.86 -0.84
C -0.8054 0.8236 0.1222 2.99 -2.19 -2.11
N 0.8554 0.0245 -0.1441 -2.40 2.52 -0.68
O 0.7296 -0.8717 -1.2703 0.52 -0.77 0.27
I -0.6299 -3.0390 0.2577 0.28 -0.14 -0.32
I -1.6641 1.5760 -1.7587 0.63 -0.37 0.93
H 0.1481 2.5596 1.3130 0.59 -1.07 -0.77
H -0.6449 1.1198 2.1378 0.08 1.28 -0.73
H -1.5012 2.5463 1.2319 0.73 -1.75 0.18
H 1.8834 -2.2451 -0.1957 -0.35 -0.09 -0.38
H 1.2571 -2.8735 -1.8573 -0.78 1.46 1.90
H -1.3884 -0.0597 0.4097 0.13 0.49 -0.30
H 1.3530 0.8935 -0.5606 -0.93 -1.92 0.53
```
Forces are in eV/Å.

Properties
ΔE to the lowest compared entry with this formula, charge and spin ... 91.35 kcal/mol
Spin multiplicity ... 1
Net charge ... 0
Total energy ... -22959.6415 eV
Strongest force on any atom ... 4.267 eV/A

Here are the Löwdin charges for atoms 1 to 2, given in e: C -0.22; C -0.61